Computed, not measured: C30H40N3NaO2S2Si2Te as an isolated structure, with ωB97M-V/def2-TZVPD.

```
81
Properties=species:S:1:pos:R:3:lowdin_charge:R:1
H -1.72786 5.40901 -0.39640 0.02
C 2.62283 -3.84925 2.36279 -0.04
H 4.53334 2.15323 2.18299 0.09
H 0.94552 -0.74736 -3.13058 0.00
H 2.35141 -4.29286 3.31318 0.11
C -0.96494 1.61075 -1.38206 -0.58
H -0.70777 3.68071 -4.12168 0.02
H -1.56710 4.00822 0.67121 0.02
H -1.46524 -2.61738 -2.42060 0.01
C 1.42804 0.85244 1.76735 -0.26
Si -1.13400 -1.20837 -4.43172 0.39
C 4.06067 -3.73001 0.45775 -0.06
H 1.26661 -1.81380 -4.49357 0.03
C 2.80538 2.91065 3.15889 -0.08
N 0.66047 -0.10232 1.16567 -0.13
H -1.33730 4.09568 4.83250 0.10
H -3.74143 -0.61451 3.43978 0.08
H 3.32904 3.69881 3.68673 0.09
S -4.75153 3.17330 2.36504 0.33
H -2.92734 4.10864 -0.41229 0.02
C 1.84634 -2.82109 1.85008 -0.04
Te -2.76273 0.60100 -1.94571 1.22
H -2.61106 -3.90559 0.85134 0.07
H 5.53006 -5.05119 2.63143 0.07
H 0.97573 -2.46401 2.38259 0.10
H -1.10107 -0.71037 -6.88643 0.02
H -2.38889 3.55435 -3.59015 0.01
N -0.62311 1.57158 2.75383 0.15
Na -1.60197 -0.88319 1.00186 0.17
H 3.54462 -2.23820 -1.00825 0.11
H -1.25068 -3.61617 -3.86625 0.02
H -0.87365 1.42807 -0.30868 -0.02
H -4.43192 -1.96829 1.24066 0.08
C -3.21278 -1.46290 3.02840 -0.21
H 4.92927 -4.08040 -0.08970 0.10
H 1.04123 -0.08280 -4.76363 0.03
C -1.30174 2.38358 3.51368 -0.14
C -1.41512 3.98426 -3.34955 -0.20
C 1.40347 2.77046 3.32524 -0.18
C 0.63543 3.63296 4.14177 -0.04
C 3.46254 2.05322 2.32525 -0.11
H 1.13117 4.43895 4.67477 0.10
H -1.50441 5.07182 -3.38123 0.02
S 1.13862 -0.95994 -0.03088 0.56
H 3.35067 0.39730 0.95652 0.09
O 1.96652 -0.29213 -1.02351 -0.33
C 3.73748 -4.31899 1.67570 -0.29
C -1.71148 -2.70782 -3.47512 -0.19
H -1.56291 1.23206 -4.26654 -0.01
C 0.96330 3.91773 -1.43595 -0.18
C 3.29135 -2.70272 -0.06562 -0.06
H -0.82869 -3.77304 2.84023 0.06
C 0.71469 1.74961 2.64489 -0.16
H 4.81360 -6.17793 1.48477 0.07
H -2.37166 2.23104 3.56852 0.05
H 4.06377 -5.92813 3.06076 0.07
H -2.45971 -1.75503 -6.48082 0.02
H -0.83436 -2.42901 -6.59173 0.01
C -0.71024 3.44661 4.23596 -0.06
C 2.78854 1.03124 1.62742 -0.04
H -3.03064 0.34571 -4.58310 -0.01
Si -0.85327 3.45120 -1.63241 0.40
C -2.10672 0.32406 -3.99427 -0.62
C -1.86329 4.32710 -0.32774 -0.18
O -0.05574 -1.62395 -0.53094 -0.34
C -1.66773 -3.10151 2.69736 -0.22
C -3.57476 -2.17484 1.86887 -0.22
C 0.69977 -0.93687 -4.17226 -0.17
H 1.57677 3.41695 -2.18582 0.03
H 1.10894 4.99594 -1.53911 0.02
C -3.92178 2.08014 1.41298 -0.99
C 4.58112 -5.42815 2.24269 -0.07
H -0.14212 1.06702 -1.84792 0.00
C -1.40785 -1.55820 -6.27338 -0.20
C 2.18084 -2.25433 0.62981 -0.25
N -3.34885 1.31733 0.74446 -0.03
C -2.03696 -2.03583 3.53976 -0.20
H -2.79538 -2.82007 -3.55500 0.03
H 1.33523 3.61712 -0.45693 0.02
C -2.61714 -3.18710 1.66200 -0.21
H -1.50945 -1.71420 4.43004 0.07
```

Computed properties:
Strongest force on any atom, eV/Å: 0.623
E_tot, a.u.: -3287.7796
Total charge: -2
HOMO energy, eV: -1.477
Orbital gap, eV: 5.30